DFT (wB97M-V/def2-TZVPD) results for a cluster of 15 separate species, C49H122F36N9O7P6 in total in a non-equilibrium geometry.

Geometry as XYZ:
```
229
Properties=species:S:1:pos:R:3:forces:R:3:lowdin_charge:R:1
C -2.908208 4.169306 3.541695 -0.009 -1.101 0.634 0.07
C -2.549709 2.978747 4.451405 1.303 -2.538 -1.563 -0.26
O -2.301439 1.782125 4.198426 -1.273 4.667 0.882 0.09
N -2.412726 3.304370 5.922206 -1.531 -0.101 -0.283 0.11
H -1.783729 2.615946 6.310190 0.101 -0.534 0.353 0.17
H -1.956438 4.199834 6.022443 -0.005 0.700 0.145 0.18
C -3.777001 3.304672 6.669449 0.602 -0.016 1.174 0.07
H -2.560001 4.078259 2.512839 0.175 -0.420 0.066 0.09
H -2.585025 5.143492 3.908580 0.092 -0.122 0.289 0.11
H -3.997872 4.165402 3.514543 -0.257 0.148 -0.053 0.11
H -4.502920 3.973706 6.207363 0.313 -0.177 -0.172 0.12
H -3.564402 3.616896 7.691906 0.161 0.646 -0.173 0.11
H -4.150050 2.303705 6.886276 0.130 -0.209 -1.064 0.11
C -2.234878 -2.196678 -3.779837 -0.737 -0.358 0.108 -0.01
C -2.557224 -1.096298 -4.740981 -1.032 0.278 0.877 -0.33
O -3.574357 -0.444136 -4.695033 2.375 -0.676 -0.955 0.15
N -1.440929 -0.853681 -5.805885 -1.694 0.783 0.985 0.11
H -0.698369 -1.517841 -5.639802 0.943 -0.098 0.365 0.09
H -1.808471 -1.199673 -6.680697 -0.369 0.229 -0.716 0.18
C -0.994310 0.609192 -5.924398 -0.321 -0.962 -0.213 0.04
H -2.286670 -3.195565 -4.213010 0.286 0.043 -0.673 0.10
H -3.094658 -2.243914 -3.111523 0.379 0.318 0.295 0.06
H -1.280601 -2.129552 -3.257396 -0.092 0.385 -0.236 0.06
H -1.837387 1.209957 -6.265556 0.108 -0.138 -0.162 0.09
H -0.193874 0.543895 -6.661383 0.033 0.580 0.230 0.11
H -0.707182 0.977999 -4.939696 0.234 -0.284 -0.167 0.08
C -2.795208 -1.779716 4.775893 0.688 0.590 0.326 0.02
C -2.155462 -1.702633 3.386610 -2.517 -4.019 -0.955 -0.30
O -2.427072 -2.656625 2.627551 2.254 4.820 1.786 0.14
N -1.278294 -0.465872 3.123008 0.641 -1.262 0.419 0.11
H -1.260789 -0.148359 2.164371 0.322 -0.666 -1.331 0.12
H -1.660469 0.360329 3.560557 -0.402 -0.189 0.769 0.06
C 0.170635 -0.731156 3.640700 -0.728 -0.752 -0.830 0.06
H -2.752872 -0.876396 5.384434 -0.162 0.339 -0.353 0.07
H -2.273069 -2.492197 5.414528 0.257 -0.355 -0.353 0.11
H -3.815200 -2.157019 4.702766 0.106 0.157 -0.257 0.10
H 0.145530 -1.427561 4.478837 -0.184 0.280 0.140 0.11
H 0.668349 0.204345 3.896079 -0.180 -0.185 -0.240 0.08
H 0.625585 -1.285407 2.819762 0.423 0.379 0.110 0.09
C -6.285004 6.549747 -1.810648 -0.092 0.820 0.915 0.01
C -5.117170 5.928994 -2.523868 0.185 1.090 -1.591 -0.33
O -4.772970 6.265230 -3.609107 0.236 -1.244 1.506 0.22
N -4.348723 4.783356 -1.723963 -0.434 -0.884 -1.575 0.10
H -3.723646 5.152254 -1.021612 0.201 0.696 0.641 0.08
H -5.117052 4.280747 -1.303073 -0.058 -0.091 0.599 0.14
C -3.530355 3.751685 -2.544286 -0.571 1.305 -0.203 0.04
H -6.426354 7.566082 -2.178325 0.302 -0.130 -0.509 0.11
H -6.117951 6.739067 -0.750293 0.176 -0.547 0.190 0.09
H -7.267342 6.095607 -1.940542 0.282 -0.594 -0.134 0.10
H -4.236444 3.397682 -3.295429 0.516 -0.100 -0.201 0.11
H -3.135526 2.947657 -1.923201 -0.326 0.196 0.294 0.08
H -2.693641 4.312834 -2.960344 -0.230 -0.151 -0.384 0.08
C 1.615735 5.482135 -3.243185 -0.682 -1.237 -0.304 0.04
N 2.263710 4.181411 -2.738798 0.726 1.627 0.155 -0.30
C 1.644754 3.877716 -1.365730 0.533 -0.454 -1.354 0.01
C 1.973349 3.181369 -3.848412 0.205 -0.088 1.159 0.04
C 3.751016 4.482404 -2.618703 1.095 -0.348 -0.594 -0.11
C 4.671687 3.354473 -2.163480 -1.179 0.420 -0.568 -0.23
O 4.422763 3.174997 -0.788909 0.000 -0.201 0.498 -0.07
H 0.667437 5.041298 -3.550562 -0.339 1.106 -0.281 0.09
H 2.170059 5.840075 -4.110770 -0.122 -0.020 0.121 0.12
H 1.456732 6.253462 -2.489602 0.331 -0.321 0.171 0.12
H 0.557734 3.812872 -1.413598 0.099 0.402 -0.387 0.09
H 1.992561 4.725300 -0.775194 -0.192 -0.534 0.403 0.10
H 1.983499 2.879562 -1.088176 0.249 0.433 0.320 0.07
H 2.390669 2.212826 -3.572993 -0.201 -0.012 0.090 0.09
H 2.441343 3.505881 -4.777810 -0.234 0.240 0.105 0.13
H 0.885575 3.151446 -3.911269 0.175 -0.290 -0.335 0.08
H 4.019540 5.359710 -2.030205 -0.969 0.100 0.325 0.15
H 4.106364 4.734944 -3.617734 -0.343 0.010 -0.232 0.14
H 5.698145 3.627267 -2.408558 0.098 0.124 0.219 0.14
H 4.402050 2.515252 -2.804658 0.178 -0.547 0.304 0.09
H 4.888692 2.432295 -0.397868 0.272 -0.027 -0.240 0.07
C -7.696029 0.309746 0.424461 -0.231 0.135 0.430 -0.02
N -6.664744 -0.728752 0.165023 0.907 0.733 -1.138 -0.30
C -6.483254 -0.710584 -1.396114 0.261 -0.243 0.946 0.04
C -5.285793 -0.266737 0.787715 -2.305 -1.112 0.533 0.04
C -7.142295 -2.117806 0.651217 -0.054 -0.047 -0.914 -0.04
C -8.243024 -2.790179 -0.241408 3.375 -1.211 0.383 -0.29
O -9.484383 -2.336300 -0.035774 -2.389 1.939 0.370 -0.02
H -8.463217 0.114350 -0.324768 -0.122 0.631 0.269 0.11
H -7.218246 1.289303 0.406883 -0.224 0.032 -0.728 0.09
H -8.154633 0.278407 1.412788 0.167 -0.656 0.067 0.11
H -5.879156 -1.580807 -1.652759 -0.090 0.032 -0.189 0.10
H -5.988183 0.212321 -1.698201 0.232 -0.044 0.393 0.10
H -7.452225 -0.687493 -1.894787 0.071 -0.440 0.280 0.11
H -4.474347 -0.956843 0.556626 -0.129 0.243 -0.639 0.10
H -5.477837 -0.363012 1.856335 0.112 0.171 0.176 0.09
H -5.169644 0.789844 0.546374 0.342 -0.369 -0.316 0.09
H -7.507402 -2.057718 1.676493 0.093 0.442 0.007 0.13
H -6.222339 -2.701991 0.628597 -0.242 -0.393 -0.176 0.12
H -8.242969 -3.833150 0.075316 0.787 -0.316 -0.162 0.14
H -7.919153 -2.746451 -1.281262 0.056 -0.192 -0.099 0.11
H -10.062754 -2.887041 -0.568468 -0.442 0.099 0.058 0.12
C 4.432980 0.065977 -1.589574 -0.467 -1.701 -1.827 0.03
N 4.774085 -1.362871 -2.212850 0.229 2.021 0.084 -0.28
C 3.476230 -2.109287 -2.289316 -0.227 -0.485 1.499 -0.04
C 5.349872 -1.240255 -3.711203 -0.745 -1.631 1.937 0.08
C 5.862909 -2.043163 -1.306943 -0.868 0.051 -1.408 -0.04
C 5.435794 -2.675141 0.050932 0.748 0.942 -0.434 -0.22
O 4.668928 -3.841632 -0.106296 -0.182 0.463 -0.567 -0.04
H 3.660671 0.415642 -2.274684 -0.390 0.039 0.401 0.08
H 5.210235 0.823473 -1.690367 0.583 -0.793 0.243 0.08
H 4.037453 -0.100688 -0.587640 0.176 0.120 -0.113 0.10
H 2.725342 -1.660666 -2.939713 0.498 -0.069 -0.381 0.09
H 3.053917 -2.131961 -1.284700 -0.031 0.552 0.241 0.10
H 3.616236 -3.183649 -2.408620 0.479 0.253 -0.967 0.10
H 6.419006 -1.028916 -3.730944 -0.276 0.656 0.265 0.10
H 4.676472 -0.646458 -4.329291 0.220 0.117 0.251 0.10
H 5.263250 -2.291238 -3.986954 -0.092 0.120 -0.565 0.10
H 6.554749 -1.201174 -1.284152 0.342 -0.364 0.903 0.13
H 6.283024 -2.740996 -2.031249 0.122 -0.541 0.560 0.13
H 5.000316 -1.911125 0.694939 -0.748 0.094 -0.145 0.09
H 6.336710 -2.892750 0.624584 0.518 -0.138 -0.394 0.14
H 4.390097 -4.116410 0.770261 -0.011 -0.132 0.406 0.07
C -2.190171 -8.291702 -3.100546 -0.280 0.239 -0.681 -0.11
C -1.543086 -9.090455 -1.999946 -1.241 -0.019 1.571 -0.25
C -0.427489 -8.338004 -1.197078 -1.177 0.616 -0.253 -0.14
C -0.896711 -6.894535 -0.739064 2.094 -0.730 -0.258 -0.06
N 0.248103 -6.033678 -0.079364 -0.435 0.681 -0.035 -0.17
C -0.408029 -4.585009 0.110266 1.465 -1.235 -0.237 -0.07
C -0.254429 -3.902624 -1.247647 -0.886 1.405 1.803 -0.18
C 0.866328 -4.577134 -2.034324 -1.414 -1.266 1.248 -0.10
C 1.399096 -5.747613 -1.085958 -1.620 1.863 -0.429 -0.03
C 0.781650 -6.600690 1.282436 -1.925 0.362 -0.576 -0.07
C -0.378390 -6.801959 2.326846 0.069 0.988 -0.904 -0.23
C 0.051547 -6.702069 3.775182 0.699 -0.888 0.190 -0.09
H -2.987167 -7.591968 -2.849018 0.542 0.453 0.708 0.05
H -2.776775 -8.918560 -3.772138 0.583 -0.416 -0.253 0.09
H -1.381182 -7.799319 -3.640167 -0.297 0.254 -0.513 0.08
H -1.244175 -10.055000 -2.410310 0.779 0.191 0.154 0.11
H -2.320157 -9.376625 -1.291155 -0.176 -0.017 0.201 0.11
H 0.396021 -8.404958 -1.908026 0.552 0.658 0.535 0.11
H -0.224942 -8.815508 -0.238397 0.368 -0.647 -0.375 0.10
H -1.597019 -7.008077 0.088454 -0.431 0.222 -0.599 0.12
H -1.206217 -6.269301 -1.576550 -0.580 -0.185 0.256 0.11
H 0.257430 -4.075711 0.807317 0.002 -0.218 0.323 0.12
H -1.416294 -4.613935 0.523403 0.105 -0.410 -0.217 0.12
H -0.068318 -2.873608 -0.940094 0.752 0.121 -0.327 0.08
H -1.238664 -3.718822 -1.678470 0.114 -1.029 -0.726 0.09
H 1.662553 -3.853670 -2.209615 -0.283 -0.626 -0.781 0.07
H 0.304760 -5.028077 -2.852498 1.099 0.292 -0.803 0.11
H 2.202101 -5.215972 -0.575425 0.281 -1.027 0.469 0.11
H 1.641246 -6.625515 -1.684910 0.279 0.043 0.617 0.13
H 1.509684 -5.859957 1.613165 0.168 -0.320 0.036 0.12
H 1.168910 -7.597826 1.073045 0.584 0.381 -0.089 0.13
H -0.825918 -7.770271 2.102849 -0.045 -0.065 0.315 0.11
H -1.177252 -6.070997 2.201886 0.017 0.150 -0.468 0.09
H 0.587302 -5.809229 4.097516 -0.017 0.275 -0.537 0.07
H 0.745126 -7.530540 3.918992 -0.003 -0.056 0.616 0.08
H -0.795914 -6.805772 4.452797 -0.001 -0.255 -0.116 0.08
C 6.599564 6.234000 2.792763 -0.031 0.506 0.381 -0.10
C 7.206819 5.072306 3.430609 1.771 -2.769 -0.200 -0.28
C 6.347921 3.804469 3.594792 0.166 -0.287 -0.697 -0.20
C 5.300202 3.911756 4.613740 -0.856 -0.693 2.045 -0.10
N 4.391413 2.640094 4.791860 0.025 0.064 0.686 -0.16
C 5.073369 1.393111 5.428043 -1.053 -0.198 -0.424 -0.04
C 4.886378 1.503461 7.002363 1.645 -1.807 -1.586 -0.13
C 3.950952 2.631512 7.282333 0.862 -0.223 -0.197 -0.15
C 3.365745 2.879018 5.890972 -0.736 2.231 0.233 -0.13
C 3.638997 2.227981 3.446482 0.761 1.273 2.148 -0.06
C 2.778215 3.396810 2.927153 0.209 -0.595 0.453 -0.21
C 1.615395 2.851688 2.138497 -0.056 0.528 -1.259 -0.08
H 6.054801 5.852806 1.929034 -0.126 0.811 -0.236 0.08
H 7.492790 6.822224 2.582412 -0.661 0.681 -0.684 0.10
H 5.989971 6.754039 3.531708 -0.344 0.327 -0.480 0.08
H 7.906864 5.349829 4.218652 -0.747 -0.192 0.951 0.13
H 7.967461 4.667309 2.763151 0.132 0.133 -0.564 0.11
H 6.986427 2.961315 3.858394 0.183 0.005 0.055 0.12
H 5.889230 3.520555 2.647645 0.193 0.335 -0.479 0.10
H 4.613553 4.757689 4.582284 0.028 -0.052 -0.502 0.13
H 5.895596 4.044612 5.517049 -0.603 -0.216 0.667 0.15
H 4.487167 0.572654 5.014147 -0.059 -0.126 0.275 0.09
H 6.054182 1.224199 4.983560 0.214 0.453 0.537 0.13
H 4.448944 0.598873 7.424817 0.460 -0.356 -0.462 0.12
H 5.916500 1.598317 7.345814 -0.338 0.210 0.734 0.12
H 3.217061 2.340700 8.033961 -0.229 0.124 -0.330 0.12
H 4.595783 3.365115 7.766208 -0.677 0.986 -0.584 0.13
H 2.473353 2.287684 5.685864 0.322 -0.541 0.054 0.13
H 2.999587 3.905164 5.858338 0.147 0.168 -0.412 0.12
H 3.062432 1.403404 3.865693 -0.186 -0.146 -0.753 0.10
H 4.422524 1.874431 2.776277 -0.258 -0.051 -0.044 0.13
H 3.350853 4.110628 2.335007 0.115 -0.120 -0.038 0.12
H 2.354413 3.957823 3.760075 0.235 0.017 0.187 0.10
H 1.012759 2.143348 2.706984 -0.008 -0.066 -0.116 0.06
H 1.944378 2.432312 1.187711 0.069 -0.670 0.239 0.06
H 1.001848 3.669758 1.761103 -0.342 0.139 0.410 0.07
P -1.387106 6.384424 -0.007878 -1.018 4.413 -0.305 0.19
F -1.535178 6.781312 1.625207 0.373 -1.574 -1.308 -0.20
F -0.678266 7.779449 -0.322545 0.826 0.768 1.976 -0.13
F 0.003906 5.628656 0.244364 -0.684 -0.459 0.444 -0.14
F -1.269161 6.270915 -1.583707 -0.353 -2.585 -1.467 -0.14
F -2.310437 5.034175 0.055841 1.049 -1.294 1.062 -0.19
F -2.848435 7.112460 -0.204239 -0.320 0.142 0.089 -0.18
P -4.554406 -4.760554 -2.134647 -1.618 -3.441 0.365 0.22
F -4.966663 -3.487043 -3.026482 0.239 -0.407 -0.694 -0.15
F -4.141975 -3.756646 -0.964028 2.034 1.445 0.388 -0.18
F -6.033280 -4.676631 -1.402107 -0.380 -0.357 -0.555 -0.19
F -4.123993 -5.971422 -1.112618 0.215 0.277 -0.191 -0.18
F -5.135933 -5.936044 -3.137153 0.342 1.843 0.298 -0.16
F -3.085764 -4.908434 -2.881541 -0.842 0.974 0.849 -0.17
P -1.486579 4.495569 -6.382897 -1.007 0.852 -2.636 0.21
F -2.753380 3.498396 -6.719244 0.789 -0.919 0.722 -0.19
F -0.922198 3.446956 -5.246498 0.569 0.223 0.017 -0.21
F -0.570149 3.686777 -7.519449 -0.717 1.195 1.303 -0.18
F -0.330029 5.666437 -6.153855 0.083 -1.853 0.165 -0.19
F -2.219579 5.495697 -7.407098 1.077 0.004 -0.928 -0.15
F -2.341671 5.186128 -5.253010 -0.567 0.203 1.977 -0.16
P -0.586618 0.329363 -0.881292 -1.116 0.246 -2.924 0.34
F 0.876165 0.935231 -0.509984 -0.363 -1.163 0.655 -0.17
F -1.275953 1.295932 0.286669 0.288 -0.764 -0.360 -0.21
F -0.675494 1.589909 -1.990034 -0.591 -0.901 1.140 -0.20
F -2.075830 -0.233476 -1.359665 0.959 1.029 0.857 -0.18
F 0.042245 -0.590297 -2.105220 0.149 0.479 1.656 -0.18
F -0.543714 -0.925002 0.208560 0.663 1.262 -0.406 -0.18
P 3.646165 -2.378368 3.613176 1.072 -2.775 3.536 0.07
F 2.379168 -3.174053 4.146818 -2.529 0.038 -0.289 -0.16
F 4.292336 -2.858082 5.038540 0.883 1.205 0.153 -0.17
F 4.177578 -3.786934 3.066463 0.632 0.107 -2.008 -0.13
F 4.970886 -1.581245 3.239625 0.379 0.051 -1.021 -0.13
F 2.874278 -2.024075 2.267124 0.149 0.444 -0.927 -0.14
F 3.121720 -1.035853 4.318434 -0.998 1.360 0.214 -0.17
P 1.546971 -3.299727 -5.633210 2.424 -1.624 -3.296 0.29
F 0.949846 -2.478582 -4.312435 -0.441 -1.128 -0.859 -0.19
F 2.495092 -2.010761 -5.895529 0.882 0.387 1.223 -0.19
F 2.710925 -4.041720 -4.687859 -1.729 0.799 -0.259 -0.19
F 2.290732 -3.971255 -6.965258 -0.580 -0.124 1.462 -0.18
F 0.480631 -4.563733 -5.604872 1.178 1.623 1.320 -0.16
F 0.575028 -2.569506 -6.712235 -1.743 0.399 0.819 -0.18
```
Forces are in eV/Å.

Computed properties:
- Total charge: +3
- HOMO level: -0.5545 hartree
- Multiplicity: 1
- Orbital gap: 6.11 eV